--- w ---
C7H9N2O2 | the ωB97M-V functional and the def2-TZVPD basis

Computed properties:
orbital gap (alpha / beta) = 0.2644 / 0.2644 hartree
SMILES string = C=C/C=C\C=C(\C)N=[N+]([O-])[O-]
HOMO (alpha / beta) = -3.26 / -3.26 eV

ORCA input file:
```
! wB97M-V def2-TZVPD RIJCOSX def2/J DEFGRID3
* xyz -1 1
C 0.35235 1.60105 -1.22000
C 1.03531 2.12387 -0.08959
C 1.68967 1.44048 0.88839
C 1.81483 0.08516 1.03336
C 1.14980 -1.07938 0.34394
C -0.24544 -1.08695 0.00894
C -1.01901 -2.25239 -0.48278
N -0.87346 0.06122 0.12238
N -2.15530 0.21919 0.24416
O -2.86889 -0.65597 0.78576
O -2.61906 1.31256 -0.10601
H 0.43681 0.56917 -1.56041
H -0.17432 2.18056 -1.96588
H 0.84419 3.15199 0.13222
H 2.22764 2.12718 1.52877
H 2.55501 -0.28918 1.67232
H 1.81928 -1.95424 0.39787
H -1.73699 -1.90456 -1.40789
H -1.82938 -2.49781 0.18267
H -0.40306 -3.15192 -0.50821
*
```

=====

--- x ---
C7H9N2O2 | the ωB97M-V functional and the def2-TZVPD basis

Computed properties:
orbital gap = 0.2475 hartree
SMILES string = C[C@@H]1C=CCC(N=[N+]([O-])[O-])=C1
HOMO = -3.24 eV

ORCA input file:
```
! wB97M-V def2-TZVPD RIJCOSX def2/J DEFGRID3
* xyz -1 1
C -0.57450 1.95128 2.48383
C -0.42987 0.86930 1.18497
C 0.25203 -0.35114 1.44630
C 0.33820 -1.56323 0.78587
C 0.07166 -1.55316 -0.73536
C 0.11174 -0.06232 -1.15453
N 0.42108 0.27780 -2.44753
N 0.44354 -0.63621 -3.39966
O 0.39120 -1.86343 -3.15831
O 0.57873 -0.33707 -4.53839
C -0.13710 1.02154 -0.35698
H -0.37930 1.30883 3.39202
H -1.63295 2.27044 2.46269
H 0.10908 2.81875 2.59259
H -1.53253 0.66723 1.09679
H 0.74964 -0.40526 2.33069
H 0.98792 -2.35921 1.15047
H 0.87522 -2.06835 -1.25429
H -0.75539 -2.04973 -1.15749
H 0.11160 2.06394 -0.72368
*
```

=====

Most stable one: w, least stable one: x.

=====

--- w ---
C5H14NO2 | the ωB97M-V functional and the def2-TZVPD basis

Computed properties:
orbital gap = 0.2352 hartree
HOMO = -2.63 eV

ORCA input file:
```
! wB97M-V def2-TZVPD RIJCOSX def2/J DEFGRID3
* xyz -1 1
C -0.39704 -0.20605 1.68066
N 0.35628 0.83035 0.95421
C -0.60419 1.82976 0.49083
C 0.26962 -0.40074 -1.31639
C 1.11801 0.24439 -0.18025
C 2.15952 -0.84049 0.32448
O 1.70049 -2.10223 0.25332
H 0.30667 -0.97611 1.98222
H -1.14617 -0.56331 0.96085
H -0.96793 0.19701 2.52048
H -0.20868 2.41530 -0.33403
H -1.61822 1.41131 0.42521
H -0.74579 2.53893 1.32605
H -0.69215 -0.69560 -0.92510
H 0.31776 -0.00578 -2.33039
H 0.73298 -1.40856 -1.32589
H 1.51286 1.17871 -0.60461
H 3.04424 -0.66106 -0.33379
H 2.40451 -0.54255 1.36783
H -2.13053 -0.52699 -2.29169
H -2.52433 -0.94348 -0.88646
O -2.88793 -0.77281 -1.75753
*
```

=====

--- x ---
C5H14NO2 | the ωB97M-V functional and the def2-TZVPD basis

Computed properties:
orbital gap = 0.2717 hartree
HOMO = -3.32 eV

ORCA input file:
```
! wB97M-V def2-TZVPD RIJCOSX def2/J DEFGRID3
* xyz -1 1
C 0.14469 -1.44030 -0.80239
N -0.83611 -0.50691 -0.18757
C -0.64800 -0.45944 1.23672
C 0.49928 0.42177 1.88350
C 1.49708 0.98661 0.84304
O 0.88089 1.77782 -0.08813
C -0.43535 -1.76319 -2.27390
H 1.19011 -0.97926 -0.88566
H 0.36966 -2.36212 -0.26597
H -0.86088 0.51805 -0.48126
H -1.55481 0.06298 1.77956
H -0.59647 -1.48526 1.52540
H 0.17798 1.36361 2.51025
H 0.89720 -0.26539 2.56534
H 2.02630 1.78608 1.54712
H 2.25515 0.35555 0.22294
H -1.28627 -2.27844 -2.15728
H -0.55207 -0.76798 -2.60642
H 0.35641 -2.21023 -2.69175
H -0.31207 2.19697 -0.26605
H -1.70546 2.66006 -1.12277
O -1.50726 2.38902 -0.28472
*
```

=====

--- y ---
C5H14NO2 | the ωB97M-V functional and the def2-TZVPD basis

Computed properties:
orbital gap = 0.2859 hartree
HOMO = -3.77 eV

ORCA input file:
```
! wB97M-V def2-TZVPD RIJCOSX def2/J DEFGRID3
* xyz -1 1
C 0.27866 2.58352 0.07108
N -0.45227 1.39618 0.44515
C 0.63656 -1.15072 -2.25596
C 0.77934 -0.04232 -1.21556
C -0.55732 0.36816 -0.59103
C -1.26945 -0.87069 0.00057
O -0.45460 -1.70198 0.73291
H 1.33419 2.42374 -0.20017
H 0.24866 3.30118 0.89042
H -0.19879 3.06681 -0.79094
H -0.04826 0.97960 1.28406
H 1.58421 -1.33502 -2.76240
H 0.32847 -2.07497 -1.76738
H -0.12439 -0.88595 -2.99495
H 1.42982 -0.38262 -0.40829
H 1.25954 0.81426 -1.68672
H -1.20011 0.78286 -1.38782
H -2.12326 -0.47198 0.58041
H -1.71664 -1.41869 -0.85214
H 1.56137 -0.79656 2.54240
H 0.13068 -1.08130 1.71686
O 0.64079 -0.52078 2.58085
*
```

=====

Most stable one: y, least stable one: x.

=====

--- w ---
C5H16N3 | the ωB97M-V functional and the def2-TZVPD basis

Computed properties:
orbital gap = 0.3390 hartree
SMILES string = C[C@@H](CN)NCC[NH3+]
HOMO = -12.61 eV

ORCA input file:
```
! wB97M-V def2-TZVPD RIJCOSX def2/J DEFGRID3
* xyz 1 1
C -0.46730 1.20761 2.37880
C -0.73391 0.33621 1.09175
C -1.27834 1.24487 -0.01847
N -2.23362 0.47560 -0.81333
N 0.48787 -0.41319 0.73956
C 0.28263 -1.46450 -0.34866
C 1.06938 -1.09942 -1.60372
N 2.40385 -0.51704 -1.19708
H -1.40345 1.64041 2.69561
H -0.20694 0.53411 3.18747
H 0.35043 1.88157 2.14673
H -1.47925 -0.42835 1.33688
H -1.71548 2.07678 0.51142
H -0.46003 1.73778 -0.55005
H -3.18829 0.81068 -0.78381
H -2.07845 0.45879 -1.81568
H 0.89105 -0.99387 1.46181
H 0.61268 -2.41858 0.05857
H -0.76331 -1.67737 -0.61043
H 1.21010 -2.01323 -2.16952
H 0.66227 -0.34174 -2.28532
H 2.15301 0.23271 -0.51966
H 2.81292 -0.05392 -2.01335
H 3.07218 -1.21591 -0.87952
*
```

=====

--- x ---
C5H16N3 | the ωB97M-V functional and the def2-TZVPD basis

Computed properties:
orbital gap = 0.3911 hartree
HOMO = -13.33 eV

ORCA input file:
```
! wB97M-V def2-TZVPD RIJCOSX def2/J DEFGRID3
* xyz 1 1
C -2.06201 0.30042 0.63794
C -1.73584 1.19695 -0.54614
C -2.85347 1.30599 -1.57364
N -0.91828 0.36468 1.61266
H -2.93484 0.65474 1.18794
H -2.24936 -0.73980 0.37798
H -0.81444 0.81747 -0.99352
H -1.53060 2.19090 -0.13247
H -3.04642 0.34213 -2.04371
H -3.77485 1.65736 -1.11470
H -2.55790 2.01055 -2.34617
H 0.07462 0.06090 1.18221
H -0.85399 1.32376 1.90908
H -1.04848 -0.21462 2.44541
C 2.55066 0.48598 0.29910
N 2.36741 -1.95812 -0.94797
C 1.43324 -1.53443 -0.08190
N 1.42472 -0.41101 0.54060
H 3.49939 0.02825 0.59554
H 2.41494 1.40080 0.86598
H 2.63586 0.71685 -0.76824
H 2.37459 -2.89720 -1.28921
H 3.23020 -1.45623 -1.03487
H 0.60129 -2.21483 0.06236
*
```

=====

Most stable one: x, least stable one: w.